C5H13NO | the ωB97M-V functional and the def2-TZVPD basis

Each atom is followed by the atoms it is bonded to, with distances in Å.
Geometry (Å):
1 O -0.6119 -0.1016 1.6344  C3 1.233
2 N 0.8987 -1.5889 2.2748  C3 1.313, H12 1.012, H15 1.013
3 C 0.0739 -1.0948 1.3802  O1 1.233, N2 1.313, C6 1.556
4 C 0.5998 2.3983 -1.5176  C7 1.537, H11 1.077, H18 1.094, H20 1.100
5 C -1.1978 -2.2241 -0.4975  C6 1.507, H8 1.089, H13 1.085, H16 1.085
6 C 0.1418 -1.6983 -0.0518  C3 1.556, C5 1.507, H9 1.100, H10 1.086
7 C -0.2700 2.6996 -0.2870  C4 1.537, H14 1.097, H17 1.082, H19 1.088
8 H -2.0119 -1.5119 -0.3728  C5 1.089
9 H 0.4855 -0.8231 -0.6219  C6 1.100
10 H 0.9517 -2.4215 -0.0545  C6 1.086
11 H 1.6359 2.5558 -1.2707  C4 1.077
12 H 1.0698 -1.0948 3.1411  N2 1.012
13 H -1.2299 -2.4665 -1.5550  C5 1.085
14 H -1.1259 3.3206 -0.5783  C7 1.097
15 H 1.5570 -2.3036 1.9880  N2 1.013
16 H -1.4684 -3.1295 0.0350  C5 1.085
17 H -0.6647 1.8079 0.1830  C7 1.082
18 H 0.3585 2.9587 -2.4259  C4 1.094
19 H 0.2307 3.3822 0.3971  C7 1.088
20 H 0.5772 1.3356 -1.8006  C4 1.100

## Properties
Charge: +1
Expectation value of S²: 0.76
Orbital gap (spin up / spin down) in eV: 10.4859 / 5.3845
Spin multiplicity: 2
Energy relative to the best compared isomer or geometry (same formula, charge and spin) in eV: 1.516

C41H80F7N12O11S5 | the ωB97M-V functional and the def2-TZVPD basis

Each atom is followed by the atoms it is bonded to, with distances in Å.
Geometry (Å):
1 S 6.6216 -3.2958 -1.3888  S4 2.313, F10 1.593, O13 1.486, O21 1.452, N24 1.518
2 S 0.5023 -0.2394 -0.9068  O16 1.498, O22 1.454, O23 1.461, C37 1.896
3 S -4.4629 2.8095 -1.9438  S5 2.394, F6 1.633, O17 1.459, O18 1.443, N32 1.489
4 S 4.9256 -1.9686 -0.5454  S1 2.313, F12 1.607, O19 1.476, O20 1.501, N24 1.718
5 S -4.2071 4.1597 0.0161  S3 2.394, F8 1.655, O14 1.469, O15 1.437, N32 1.736
6 F -4.1848 2.8590 -3.5523  S3 1.633
7 F -0.1401 1.4092 1.0341  C37 1.330
8 F -5.3524 5.3230 -0.2540  S5 1.655
9 F -1.8145 0.4615 0.1207  C37 1.323
10 F 6.8901 -4.7814 -1.8975  S1 1.593
11 F -0.8778 2.1959 -0.8500  C37 1.369
12 F 3.3316 -2.0764 -0.7191  S4 1.607
13 O 7.3660 -3.3157 -0.1030  S1 1.486
14 O -5.0235 3.1506 0.7045  S5 1.469
15 O -3.2184 4.8958 0.7544  S5 1.437
16 O 1.8830 0.3380 -0.9747  S2 1.498
17 O -3.7263 1.6228 -1.5213  S3 1.459
18 O -5.9053 2.7792 -1.9222  S3 1.443
19 O 4.9594 -2.1252 0.9215  S4 1.476
20 O 5.1862 -0.6348 -1.1826  S4 1.501
21 O 7.1653 -2.5042 -2.4772  S1 1.452
22 O 0.3884 -1.3974 -0.0342  S2 1.454
23 O -0.1486 -0.4139 -2.2026  S2 1.461
24 N 5.1100 -3.3986 -1.4788  S1 1.518, S4 1.718
25 N 3.8637 0.7713 2.4519  C38 1.434, C50 1.383, C71 1.375
26 N -0.5948 0.5800 -5.5437  C46 1.358, C51 1.432, C64 1.483
27 N 4.9559 -6.1186 1.3601  C45 1.374, C52 1.397, C54 1.528
28 N -4.9236 -2.4170 -3.3259  C60 1.454, C65 1.409, C68 1.393
29 N -4.3116 -0.8185 2.8122  C36 1.575, C58 1.496, C61 1.537, C66 1.518
30 N 5.2074 2.1157 1.3762  C47 1.445, C62 1.361, C71 1.348
31 N -3.0081 -2.5439 -2.0398  C68 1.398, C73 1.444, C74 1.357
32 N -3.7493 4.0839 -1.6565  S3 1.489, S5 1.736
33 N 2.9075 -5.1499 1.1814  C44 1.411, C45 1.412, C70 1.453
34 N -2.4542 0.1766 -6.7108  C46 1.403, C75 1.351, C76 1.448
35 N 1.9444 5.2341 2.3711  C43 1.514, C49 1.560, C57 1.557, C67 1.556
36 C -4.4718 -1.8483 1.6318  N29 1.575, C39 1.574, H123 1.090, H133 1.090
37 C -0.6569 1.0481 -0.1374  S2 1.896, F7 1.330, F9 1.323, F11 1.369
38 C 2.6934 -0.0429 2.6021  N25 1.434, C59 1.563, H92 1.090, H95 1.090
39 C -5.7308 -1.4293 0.7850  C36 1.574, C55 1.483, H103 1.090, H141 1.090
40 C 0.4486 3.5384 3.3769  C48 1.541, C67 1.585, H83 1.090, H128 1.090
41 C -4.3901 1.5674 -7.1864  C76 1.507, H85 1.090, H137 1.090, H152 1.090
42 C 3.0242 6.8355 0.7203  C49 1.507, C72 1.459, H135 1.090, H154 1.090
43 C 2.2248 6.0336 3.6260  N35 1.514, H86 1.090, H111 1.090, H115 1.090
44 C 3.0733 -5.5100 2.5352  N33 1.411, C52 1.439, H139 1.080
45 C 4.0815 -5.5173 0.4873  N27 1.374, N33 1.412, H120 1.080
46 C -1.4049 1.0858 -6.5091  N26 1.358, N34 1.403, H132 1.080
47 C 5.9992 2.6392 0.2872  N30 1.445, H82 1.090, H104 1.090, H124 1.090
48 C -0.4828 4.5310 2.6541  C40 1.541, C57 1.530, H105 1.090, H116 1.090
49 C 3.0041 5.4222 1.2420  N35 1.560, C42 1.507, H107 1.090, H145 1.090
50 C 4.5978 1.4450 3.4107  N25 1.383, C62 1.413, H89 1.080
51 C -1.0741 -0.7140 -5.1616  N26 1.432, C75 1.413, H114 1.080
52 C 4.3564 -6.1558 2.6213  N27 1.397, C44 1.439, H134 1.080
53 C -0.8588 -1.9294 4.3266  C63 1.505, H80 1.090, H127 1.090, H149 1.090
54 C 6.3634 -6.6170 1.0349  N27 1.528, C69 1.596, H97 1.090, H106 1.090
55 C -5.8381 0.0351 0.9924  C39 1.483, C66 1.568, H101 1.090, H117 1.090
56 C -7.3596 -2.2509 -3.5845  C60 1.556, H96 1.090, H100 1.090, H146 1.090
57 C 0.4894 5.3838 1.8373  N35 1.557, C48 1.530, H109 1.090, H147 1.090
58 C -5.1774 -1.2625 3.9482  N29 1.496, H126 1.090, H143 1.090, H150 1.090
59 C 3.0349 -1.2804 3.4941  C38 1.563, H78 1.090, H84 1.090, H98 1.090
60 C -6.0329 -2.8009 -4.1833  N28 1.454, C56 1.556, H121 1.090, H148 1.090
61 C -2.8689 -0.6773 3.3235  N29 1.537, C63 1.570, H125 1.090, H140 1.090
62 C 5.4743 2.2945 2.6991  N30 1.361, C50 1.413, H90 1.080
63 C -2.1940 -2.0586 3.6435  C53 1.505, C61 1.570, H102 1.090, H108 1.090
64 C 0.6844 1.1746 -5.0877  N26 1.483, H77 1.090, H79 1.090, H93 1.090
65 C -4.4696 -1.1061 -3.0819  N28 1.409, C74 1.471, H142 1.080
66 C -4.8232 0.4311 2.1196  N29 1.518, C55 1.568, H94 1.090, H122 1.090
67 C 1.8890 3.7233 2.7415  N35 1.556, C40 1.585, H91 1.090, H129 1.090
68 C -3.9968 -3.2616 -2.7188  N28 1.393, N31 1.398, H156 1.080
69 C 7.3713 -6.7058 2.2696  C54 1.596, H88 1.090, H99 1.090, H155 1.090
70 C 1.7140 -4.4261 0.7787  N33 1.453, H118 1.090, H130 1.090, H136 1.090
71 C 4.2384 1.1960 1.1986  N25 1.375, N30 1.348, H131 1.080
72 C 3.6890 6.8774 -0.5775  C42 1.459, H110 1.090, H112 1.090, H153 1.090
73 C -1.9114 -3.1115 -1.2919  N31 1.444, H87 1.090, H113 1.090, H119 1.090
74 C -3.3258 -1.2306 -2.1651  N31 1.357, C65 1.471, H81 1.080
75 C -2.2938 -0.8609 -5.8601  N34 1.351, C51 1.413, H144 1.080
76 C -3.5203 0.4311 -7.6575  N34 1.448, C41 1.507, H138 1.090, H151 1.090
77 H 0.9951 1.9784 -5.7550  C64 1.090
78 H 4.0991 -1.4807 3.6184  C59 1.090
79 H 0.6554 1.4798 -4.0417  C64 1.090
80 H -0.3959 -2.9100 4.2161  C53 1.090
81 H -2.6628 -0.4925 -1.7385  C74 1.080
82 H 5.5902 3.6095 0.0056  C47 1.090
83 H 0.5077 3.7100 4.4517  C40 1.090
84 H 2.4741 -2.1440 3.1366  C59 1.090
85 H -4.7753 1.4059 -6.1797  C41 1.090
86 H 3.2574 5.7902 3.8760  C43 1.090
87 H -1.8121 -2.6977 -0.2885  C73 1.090
88 H 8.3010 -7.1738 1.9459  C69 1.090
89 H 4.3631 1.3714 4.4623  C50 1.080
90 H 6.2371 3.0157 2.9529  C62 1.080
91 H 1.8391 3.2195 1.7762  C67 1.090
92 H 2.3662 -0.3821 1.6193  C38 1.090
93 H 1.5076 0.4601 -5.0829  C64 1.090
94 H -5.1141 1.1340 2.9002  C66 1.090
95 H 1.9270 0.5830 3.0593  C38 1.090
96 H -7.5219 -1.1730 -3.5880  C56 1.090
97 H 6.7972 -5.9260 0.3122  C54 1.090
98 H 2.6362 -1.1389 4.4987  C59 1.090
99 H 7.7690 -5.8506 2.8160  C69 1.090
100 H -8.1789 -2.8290 -4.0117  C56 1.090
101 H -6.8901 0.2448 1.1857  C55 1.090
102 H -2.7916 -2.7931 4.1834  C63 1.090
103 H -5.5228 -1.6868 -0.2535  C39 1.090
104 H 7.0413 2.7449 0.5890  C47 1.090
105 H -1.2480 4.1230 1.9936  C48 1.090
106 H 6.1822 -7.5514 0.5038  C54 1.090
107 H 3.9493 5.2094 1.7413  C49 1.090
108 H -1.9934 -2.4872 2.6616  C63 1.090
109 H 0.3693 6.4671 1.8468  C57 1.090
110 H 4.7520 6.6375 -0.5541  C72 1.090
111 H 2.1939 7.0960 3.3842  C43 1.090
112 H 3.2754 6.1846 -1.3103  C72 1.090
113 H -1.0311 -2.9835 -1.9217  C73 1.090
114 H -0.5218 -1.2165 -4.3813  C51 1.080
115 H 1.4546 5.7798 4.3544  C43 1.090
116 H -0.9123 5.1539 3.4387  C48 1.090
117 H -5.4984 0.5223 0.0785  C55 1.090
118 H 1.8837 -3.9822 -0.2023  C70 1.090
119 H -2.0487 -4.1875 -1.1851  C73 1.090
120 H 4.3313 -5.4551 -0.5616  C45 1.080
121 H -5.9208 -2.3864 -5.1852  C60 1.090
122 H -3.9326 0.8476 1.6489  C66 1.090
123 H -3.6608 -1.7741 0.9074  C36 1.090
124 H 5.9295 1.9791 -0.5774  C47 1.090
125 H -2.8847 0.0270 4.1553  C61 1.090
126 H -5.1268 -0.4863 4.7117  C58 1.090
127 H -1.1530 -1.7417 5.3592  C53 1.090
128 H 0.0654 2.5649 3.0710  C40 1.090
129 H 2.7067 3.5095 3.4297  C67 1.090
130 H 0.9719 -5.1820 0.5218  C70 1.090
131 H 3.8939 0.9232 0.2121  C71 1.080
132 H -1.0658 1.9460 -7.0672  C46 1.080
133 H -4.4808 -2.8633 2.0290  C36 1.090
134 H 4.9424 -6.5472 3.4398  C52 1.080
135 H 3.4580 7.5169 1.4521  C42 1.090
136 H 1.4038 -3.6492 1.4775  C70 1.090
137 H -5.1879 1.7687 -7.9014  C41 1.090
138 H -4.0726 -0.5072 -7.7095  C76 1.090
139 H 2.2248 -5.4288 3.1983  C44 1.080
140 H -2.2369 -0.1530 2.6067  C61 1.090
141 H -6.6870 -1.7957 1.1587  C39 1.090
142 H -5.0096 -0.2570 -3.4742  C65 1.080
143 H -6.1486 -1.2680 3.4534  C58 1.090
144 H -3.0169 -1.6620 -5.8181  C75 1.080
145 H 2.7733 4.6799 0.4779  C49 1.090
146 H -7.3993 -2.3480 -2.4996  C56 1.090
147 H 0.5353 4.9820 0.8251  C57 1.090
148 H -6.0628 -3.8902 -4.1580  C60 1.090
149 H -0.3196 -1.0535 3.9657  C53 1.090
150 H -4.8823 -2.2029 4.4137  C58 1.090
151 H -3.1429 0.6292 -8.6607  C76 1.090
152 H -3.7847 2.4602 -7.0295  C41 1.090
153 H 3.6493 7.9257 -0.8734  C72 1.090
154 H 2.0277 7.2278 0.5167  C42 1.090
155 H 7.1184 -7.4931 2.9797  C69 1.090
156 H -4.0344 -4.3397 -2.6679  C68 1.080

## Properties
Charge: +3
Orbital gap in eV: 8.5071

C11H8ClNO2 | the ωB97M-V functional and the def2-TZVPD basis

Each atom is followed by the atoms it is bonded to, with distances in Å.
Geometry (Å):
1 Cl -0.7870 -0.0110 5.8895  C6 1.784
2 O 1.5381 -0.8828 -0.3945  N4 1.252
3 O -0.7124 1.1740 -3.2475  C11 1.398, C15 1.364
4 N 0.5234 -0.2306 -0.0591  O2 1.252, C8 1.324, C14 1.442
5 C -1.0317 0.4085 1.8236  C10 1.399, C14 1.419, H20 1.070
6 C -0.4088 -0.0383 4.1465  Cl1 1.784, C9 1.393, C10 1.405
7 C 1.1552 -0.4637 2.3276  C9 1.425, C14 1.420, H23 1.128
8 C -0.2567 0.3437 -0.9623  N4 1.324, C11 1.462, H21 1.099
9 C 0.8502 -0.4536 3.7192  C6 1.393, C7 1.425, H16 1.052
10 C -1.3489 0.3703 3.1854  C5 1.399, C6 1.405, H19 1.101
11 C -0.1176 0.2234 -2.4125  O3 1.398, C8 1.462, C12 1.342
12 C 0.5764 -0.6661 -3.1391  C11 1.342, C13 1.430, H17 1.087
13 C 0.4229 -0.3179 -4.5176  C12 1.430, C15 1.384, H18 1.103
14 C 0.2159 -0.0653 1.3400  N4 1.442, C5 1.419, C7 1.420
15 C -0.3772 0.8107 -4.5193  O3 1.364, C13 1.384, H22 1.092
16 H 1.5111 -0.7597 4.4779  C9 1.052
17 H 1.1738 -1.5024 -2.7859  C12 1.087
18 H 0.7894 -0.8066 -5.4360  C13 1.103
19 H -2.3397 0.6729 3.5565  C10 1.101
20 H -1.8148 0.7497 1.1796  C5 1.070
21 H -1.0801 1.0010 -0.6490  C8 1.099
22 H -0.6195 1.3038 -5.4634  C15 1.092
23 H 2.1379 -0.8602 1.9406  C7 1.128

## Properties
Charge: 0
Orbital gap in eV: 7.5535
SMILES: [O-]/[N+](=C\c1ccco1)c1ccc(Cl)cc1
Energy relative to the best compared isomer or geometry (same formula, charge and spin) in eV: 0.048

Repeat the third record exactly.
C11H8ClNO2 | the ωB97M-V functional and the def2-TZVPD basis

Each atom is followed by the atoms it is bonded to, with distances in Å.
Geometry (Å):
1 Cl -0.7870 -0.0110 5.8895  C6 1.784
2 O 1.5381 -0.8828 -0.3945  N4 1.252
3 O -0.7124 1.1740 -3.2475  C11 1.398, C15 1.364
4 N 0.5234 -0.2306 -0.0591  O2 1.252, C8 1.324, C14 1.442
5 C -1.0317 0.4085 1.8236  C10 1.399, C14 1.419, H20 1.070
6 C -0.4088 -0.0383 4.1465  Cl1 1.784, C9 1.393, C10 1.405
7 C 1.1552 -0.4637 2.3276  C9 1.425, C14 1.420, H23 1.128
8 C -0.2567 0.3437 -0.9623  N4 1.324, C11 1.462, H21 1.099
9 C 0.8502 -0.4536 3.7192  C6 1.393, C7 1.425, H16 1.052
10 C -1.3489 0.3703 3.1854  C5 1.399, C6 1.405, H19 1.101
11 C -0.1176 0.2234 -2.4125  O3 1.398, C8 1.462, C12 1.342
12 C 0.5764 -0.6661 -3.1391  C11 1.342, C13 1.430, H17 1.087
13 C 0.4229 -0.3179 -4.5176  C12 1.430, C15 1.384, H18 1.103
14 C 0.2159 -0.0653 1.3400  N4 1.442, C5 1.419, C7 1.420
15 C -0.3772 0.8107 -4.5193  O3 1.364, C13 1.384, H22 1.092
16 H 1.5111 -0.7597 4.4779  C9 1.052
17 H 1.1738 -1.5024 -2.7859  C12 1.087
18 H 0.7894 -0.8066 -5.4360  C13 1.103
19 H -2.3397 0.6729 3.5565  C10 1.101
20 H -1.8148 0.7497 1.1796  C5 1.070
21 H -1.0801 1.0010 -0.6490  C8 1.099
22 H -0.6195 1.3038 -5.4634  C15 1.092
23 H 2.1379 -0.8602 1.9406  C7 1.128

## Properties
Charge: 0
Orbital gap in eV: 7.5535
SMILES: [O-]/[N+](=C\c1ccco1)c1ccc(Cl)cc1
Energy relative to the best compared isomer or geometry (same formula, charge and spin) in eV: 0.048